(1)
Formula: C6H12S2
Source: the Open Molecules 2025 dataset
Level of theory: ωB97M-V/def2-TZVPD

Structure (XYZ):
```
20
Properties=species:S:1:pos:R:3:forces:R:3
C 2.2542 0.1659 -0.3852 -2.0 0.5 2.4
C -1.5671 0.4273 0.9263 -3.7 0.3 0.2
C -0.6669 -0.0520 -1.3017 -1.1 -4.1 -1.3
C -0.1163 -1.5538 0.6133 -4.1 -1.3 0.7
C 0.7711 0.6220 0.5531 3.8 0.8 -4.1
C -0.4423 -0.1763 0.1800 1.5 1.3 0.2
S 3.4907 -0.5651 0.3041 0.2 -0.3 0.1
S 0.7610 2.3318 -0.0829 -0.8 -0.5 -1.4
H 2.3921 0.6554 -1.3464 -0.6 -0.1 -0.2
H -1.3073 0.8138 1.9421 -0.3 -0.7 -0.7
H -2.4954 -0.3191 0.9429 1.9 1.5 0.3
H -1.9356 1.3214 0.3468 0.3 -0.8 0.7
H 0.1839 -0.4867 -1.9193 -1.1 0.0 0.8
H -0.8587 0.8655 -1.7558 -0.6 1.7 -0.1
H -1.6562 -0.6294 -1.4781 1.7 0.5 -0.2
H -0.2648 -1.7271 1.6683 0.1 0.5 0.6
H -0.8285 -2.2859 0.1929 0.3 0.2 -0.3
H 0.8222 -1.8339 0.4017 3.4 -1.1 -1.0
H 1.0964 0.6429 1.5572 0.2 -0.3 1.1
H 0.3674 1.7835 -1.3591 0.9 1.6 1.9
```
Forces are in eV/Å.

For the LUMO energy, the calculation gives -0.00449 Eh. The SMILES is CC(C)(C)[C@H](S)C=S. Its total charge is 0. The frontier orbital gap comes out at 8.21 eV. The HOMO energy is -8.3285 eV. Its largest force on an atom is 5.6 eV/A.

Partial charges, Löwdin, in e: atom 1 (C): -0.71, atom 2 (C): -0.09, atom 3 (C): -0.10, atom 4 (C): -0.05, atom 5 (C): -0.58, atom 6 (C): -0.74, atom 7 (S): 0.67, atom 8 (S): 0.76, atom 9 (H): 0.01, atom 10 (H): 0.10, atom 11 (H): 0.13, atom 12 (H): 0.08, atom 13 (H): 0.12, atom 14 (H): 0.02, atom 15 (H): 0.13, atom 16 (H): 0.10, atom 17 (H): 0.11, atom 18 (H): 0.02, atom 19 (H): 0.08, atom 20 (H): -0.06



(2)
Formula: C4H24N2O6S
Source: the Open Molecules 2025 dataset
Level of theory: ωB97M-V/def2-TZVPD

Structure (XYZ):
```
37
Properties=species:S:1:pos:R:3:forces:R:3
C 2.3097 -1.0095 -0.1139 0.8 1.2 -0.8
C 1.0575 -1.6686 0.3896 -2.1 1.0 -0.5
C 0.3361 -2.6425 -0.5774 0.2 0.8 1.4
S 1.3937 -4.0452 -0.9406 -1.6 -1.4 0.6
N 0.0082 -0.6504 0.6999 0.3 0.4 0.4
C 0.1399 -0.0671 2.0612 -1.3 -0.4 -0.8
N -0.6565 1.1289 2.2790 -0.2 -0.2 -0.4
H 2.6795 -0.2868 0.6231 0.4 -0.6 0.3
H 3.0973 -1.6281 -0.5397 0.2 -0.5 0.8
H 2.1833 -0.2932 -0.9331 -1.0 -0.4 -0.1
H 1.1837 -2.1614 1.3529 0.5 -0.4 -0.1
H -0.5392 -2.9408 0.0069 0.3 -0.6 -0.1
H -0.1496 -2.0941 -1.3852 0.6 -0.1 -0.5
H 2.2913 -3.4445 -1.6251 1.2 1.0 -1.0
H -0.0721 0.0698 -0.0097 0.6 0.0 0.1
H -0.3318 -0.8657 2.6413 0.7 0.3 0.8
H 1.1442 0.1724 2.3767 0.3 -0.3 0.0
H -0.3584 1.8936 1.6845 0.2 0.0 0.0
H -1.6042 0.9298 1.9785 -0.2 0.2 0.2
H -0.7351 4.3959 -2.2192 -0.2 0.1 -0.1
H 0.0682 4.4249 -0.9259 0.4 0.6 0.3
O -0.5433 3.8966 -1.4237 -0.1 -0.3 -0.1
H -2.3423 -0.5201 0.5504 0.4 -0.6 -0.4
H -3.5872 -1.3508 0.6688 -0.4 -0.2 -0.1
O -2.8445 -1.2112 0.0767 -0.1 0.6 0.7
H -2.7481 -0.5763 -1.5635 0.4 -0.4 -0.2
H -1.7260 -0.7890 -2.7725 0.0 -0.5 0.2
O -2.3740 -0.2062 -2.3841 -0.3 0.8 -0.2
H 2.6218 0.5242 3.8085 -0.2 0.0 0.4
H 3.4044 -0.1891 2.7896 0.5 -0.3 -0.6
O 2.9758 -0.3501 3.6233 -0.1 0.2 0.4
H 0.3394 1.4434 -2.1452 0.0 0.2 0.4
H 1.2363 2.2201 -1.1753 -0.1 0.3 -0.1
O 0.7274 1.4133 -1.2559 0.0 -0.4 -0.5
H -3.4191 1.8821 -2.3540 0.4 0.3 0.3
H -2.2513 2.0446 -1.4088 0.6 -0.4 0.2
O -2.9149 2.5515 -1.8579 -1.1 0.2 -0.6
```
Forces are in eV/Å.

For the LUMO energy, the calculation gives 0.00404 Eh. The SMILES is C[C@H](CS)NCN.O.O.O.O.O.O. Its total charge is 0. The frontier orbital gap comes out at 8.69 eV. The HOMO energy is -8.5753 eV. Its largest force on an atom is 2.4 eV/A.

Partial charges, Löwdin, in e: atom 1 (C): -0.08, atom 2 (C): -0.45, atom 3 (C): -0.53, atom 4 (S): 0.75, atom 5 (N): -0.06, atom 6 (C): -0.30, atom 7 (N): 0.02, atom 8 (H): 0.07, atom 9 (H): 0.06, atom 10 (H): 0.06, atom 11 (H): 0.13, atom 12 (H): 0.07, atom 13 (H): 0.07, atom 14 (H): -0.20, atom 15 (H): 0.06, atom 16 (H): 0.12, atom 17 (H): 0.07, atom 18 (H): 0.06, atom 19 (H): 0.05, atom 20 (H): 0.05, atom 21 (H): 0.03, atom 22 (O): -0.04, atom 23 (H): 0.03, atom 24 (H): 0.06, atom 25 (O): -0.05, atom 26 (H): 0.00, atom 27 (H): 0.03, atom 28 (O): -0.07, atom 29 (H): 0.04, atom 30 (H): 0.01, atom 31 (O): -0.05, atom 32 (H): 0.06, atom 33 (H): 0.04, atom 34 (O): -0.06, atom 35 (H): 0.03, atom 36 (H): -0.02, atom 37 (O): -0.08



(3)
Formula: C27H21AlCl5N5O7S
Source: the Open Molecules 2025 dataset
Level of theory: ωB97M-V/def2-TZVPD

Structure (XYZ):
```
67
Properties=species:S:1:pos:R:3:forces:R:3
Al 0.0007 0.8335 -0.5416 0.1 -0.2 0.0
Cl -0.7678 -0.6652 -3.2881 0.1 0.2 0.1
C -0.1098 -1.8238 -2.0120 -0.1 -0.1 -0.1
C 0.3959 -1.2175 -0.8932 -0.1 0.0 0.0
C 0.9945 -2.1374 -0.0237 0.0 0.0 0.0
Cl 1.7561 -1.5711 1.4308 -0.1 0.0 0.0
C 1.0475 -3.5091 -0.2772 0.0 0.0 0.0
Cl 1.8205 -4.5806 0.8189 0.0 0.0 0.0
C 0.4604 -4.0384 -1.4334 0.0 0.0 0.0
Cl 0.4854 -5.7258 -1.7464 0.0 0.0 0.0
C -0.1368 -3.1718 -2.3332 0.0 0.0 -0.1
Cl -0.9006 -3.7531 -3.7667 0.0 0.0 0.0
O 1.5137 1.5201 0.3968 -0.1 0.1 0.1
C 1.5703 1.8247 1.5992 0.0 0.0 0.0
C 0.6004 1.5094 2.5915 0.0 0.0 0.0
C 0.8412 1.9281 3.9090 0.0 0.0 0.0
C -0.0293 1.5745 4.8980 0.0 0.0 0.0
C -1.1551 0.7772 4.6243 0.0 0.0 0.0
C -1.4031 0.3563 3.3507 0.0 0.0 0.0
C -0.5472 0.7206 2.2752 0.0 -0.1 0.0
O -0.8076 0.3153 1.0867 0.1 0.0 0.0
N 0.2223 2.0162 6.2681 0.0 0.0 0.0
O -0.5749 1.6807 7.1228 0.0 0.0 0.0
O 1.2125 2.6914 6.4743 0.0 0.0 0.0
H 2.4659 2.3615 1.9344 0.0 0.0 0.0
H 1.7139 2.5224 4.1466 0.0 0.0 0.0
H -1.8095 0.5066 5.4407 0.0 0.0 0.0
H -2.2573 -0.2660 3.1209 0.0 0.0 0.0
N 2.2139 -1.3686 -6.1116 0.0 0.0 0.0
C 1.6042 -0.2087 -6.4026 -0.1 0.0 0.0
S 1.6583 0.4834 -7.8895 0.0 0.0 0.0
C 0.8205 0.3729 -5.2437 0.1 -0.2 -0.2
C 1.1445 1.6272 -4.9076 0.2 0.2 -0.2
C 0.6619 2.5656 -3.9104 -0.1 0.0 0.3
N 0.4663 2.4322 -2.6533 0.0 -0.3 0.0
C -2.4928 -0.6162 -3.1082 -0.1 0.2 0.1
C -0.1738 -0.5867 -4.8177 -0.2 -0.3 0.0
H 2.7741 -1.8154 -6.8175 0.0 0.0 0.0
H 2.2361 -1.7144 -5.1668 0.0 0.0 0.0
H 1.8522 2.0811 -5.5943 0.0 0.0 0.0
H 0.5204 3.5843 -4.2625 -0.1 0.0 0.0
H -3.0553 -1.2186 -3.7980 0.0 0.0 0.0
H -0.3396 -1.4982 -5.3654 0.0 0.0 0.0
C -4.1043 2.0875 1.4180 0.0 0.0 0.0
C -3.8417 3.2766 0.5037 0.0 0.0 0.0
C -3.4171 2.8639 -0.9150 0.0 -0.1 -0.1
C -3.2315 4.1186 -1.8010 0.0 0.0 0.0
C -2.8619 3.8132 -3.2460 0.0 0.0 0.0
C -4.5194 2.0211 -1.5430 0.0 0.1 0.1
O -5.6700 2.3774 -1.5734 0.0 0.0 0.0
N -4.1494 0.8293 -2.1541 0.0 -0.1 0.0
C -2.8561 0.3734 -2.2359 0.2 -0.2 -0.1
O 0.7632 1.1897 -2.1518 0.0 0.5 0.0
N -1.9251 0.9212 -1.4201 0.0 0.1 0.0
C -2.1143 2.1108 -0.8494 0.1 0.2 0.3
O -1.1241 2.5485 -0.2187 -0.1 -0.2 -0.2
H -4.3467 2.4234 2.4260 0.0 0.0 0.0
H -3.2293 1.4403 1.4852 0.0 0.0 0.0
H -4.9455 1.4904 1.0592 0.0 0.0 0.0
H -3.0461 3.9030 0.9083 0.0 0.0 0.0
H -4.7385 3.8896 0.4098 0.0 0.0 0.0
H -2.4573 4.7262 -1.3296 0.0 0.0 0.0
H -4.1699 4.6734 -1.7557 0.0 0.0 0.0
H -1.9141 3.2760 -3.3124 0.0 0.0 0.0
H -2.7488 4.7402 -3.8078 0.0 0.0 0.0
H -3.6365 3.2279 -3.7470 0.0 0.0 0.0
H -4.8680 0.3965 -2.7166 0.0 0.0 0.0
```
Forces are in eV/Å.

For the LUMO energy, the calculation gives -0.03139 Eh. Its total charge is 0. The frontier orbital gap comes out at 7.19 eV. The HOMO energy is -8.0490 eV. Its largest force on an atom is 0.5 eV/A.

Partial charges, Löwdin, in e: atom 1 (Al): -0.04, atom 2 (Cl): 1.25, atom 3 (C): -0.34, atom 4 (C): -0.09, atom 5 (C): -0.62, atom 6 (Cl): 0.77, atom 7 (C): -0.69, atom 8 (Cl): 0.70, atom 9 (C): -0.70, atom 10 (Cl): 0.70, atom 11 (C): -0.66, atom 12 (Cl): 0.74, atom 13 (O): 0.08, atom 14 (C): -0.10, atom 15 (C): -0.12, atom 16 (C): 0.06, atom 17 (C): -0.14, atom 18 (C): 0.03, atom 19 (C): 0.02, atom 20 (C): -0.30, atom 21 (O): 0.01, atom 22 (N): -0.36, atom 23 (O): 0.07, atom 24 (O): 0.07, atom 25 (H): 0.15, atom 26 (H): 0.13, atom 27 (H): 0.12, atom 28 (H): 0.13, atom 29 (N): 0.09, atom 30 (C): -0.88, atom 31 (S): 0.66, atom 32 (C): -0.32, atom 33 (C): -0.05, atom 34 (C): -0.15, atom 35 (N): 0.01, atom 36 (C): -0.18, atom 37 (C): -0.34, atom 38 (H): 0.10, atom 39 (H): 0.11, atom 40 (H): 0.09, atom 41 (H): 0.11, atom 42 (H): 0.09, atom 43 (H): 0.05, atom 44 (C): -0.05, atom 45 (C): -0.16, atom 46 (C): -0.29, atom 47 (C): -0.15, atom 48 (C): -0.06, atom 49 (C): -0.40, atom 50 (O): 0.13, atom 51 (N): 0.20, atom 52 (C): -0.33, atom 53 (O): -0.21, atom 54 (N): 0.16, atom 55 (C): -0.37, atom 56 (O): 0.11, atom 57 (H): 0.08, atom 58 (H): 0.06, atom 59 (H): 0.08, atom 60 (H): 0.13, atom 61 (H): 0.12, atom 62 (H): 0.13, atom 63 (H): 0.13, atom 64 (H): 0.05, atom 65 (H): 0.08, atom 66 (H): 0.08, atom 67 (H): 0.17



(4)
Formula: CHNO4
Source: the Open Molecules 2025 dataset
Level of theory: ωB97M-V/def2-TZVPD

Structure (XYZ):
```
7
Properties=species:S:1:pos:R:3:forces:R:3
C 0.6175 1.7264 -0.7595 1.0 -1.1 0.4
N -1.3854 -0.1988 0.4528 0.6 -0.6 0.0
O 1.4051 1.5542 0.0618 0.6 0.5 1.1
O -0.1282 1.7226 -1.6213 -1.6 0.7 -1.6
O 0.2001 -2.0918 0.8093 1.3 0.1 -1.9
O -1.0806 -1.0451 1.1314 -2.2 1.3 1.1
H 0.3715 -1.6674 -0.0745 0.3 -0.9 0.9
```
Forces are in eV/Å.

For the LUMO energy (spin up / spin down), the calculation gives -0.03022 / -0.03777 Eh. Its total charge is 0. The frontier orbital gap (spin up / spin down) comes out at 9.60 / 8.79 eV. The HOMO energy (spin up / spin down) is -10.4257 / -9.8127 eV. Its largest force on an atom is 2.8 eV/A.

Partial charges, Löwdin, in e: atom 1 (C): -0.47, atom 2 (N): 0.20, atom 3 (O): 0.21, atom 4 (O): 0.21, atom 5 (O): -0.13, atom 6 (O): -0.05, atom 7 (H): 0.04



(5)
Formula: C2H8N2O
Source: the Open Molecules 2025 dataset
Level of theory: ωB97M-V/def2-TZVPD

Structure (XYZ):
```
13
Properties=species:S:1:pos:R:3:forces:R:3
C 0.6208 0.1140 -2.0465 1.3 -0.5 -1.6
N 0.0447 0.2816 -0.7575 -0.2 0.8 1.4
C 0.7309 -0.1587 0.3316 1.3 -1.6 -0.5
N 0.6846 0.0685 1.5939 -2.4 0.3 -0.7
H 1.3511 0.8811 -2.3713 -0.4 0.0 0.5
H 1.2010 -0.8196 -2.0513 -0.1 0.1 0.1
H -0.0477 -0.0081 -2.9026 -0.6 0.2 0.6
H -0.8107 0.7930 -0.6115 0.1 0.3 0.0
H 1.4848 -0.8840 -0.0255 -0.2 -0.2 -0.1
H 0.8136 -0.8204 2.0692 1.3 0.3 0.2
H -1.3662 -0.0986 1.8561 0.1 0.2 0.6
H -2.5745 0.1938 2.8644 0.4 -0.3 -0.2
O -2.1325 0.4576 2.0511 -0.7 0.3 -0.4
```
Forces are in eV/Å.

For the LUMO energy, the calculation gives 0.03493 Eh. The SMILES is [H]/N=C/NC.O. Its total charge is 0. The frontier orbital gap comes out at 9.88 eV. The HOMO energy is -8.9274 eV. Its largest force on an atom is 2.5 eV/A.

Partial charges, Löwdin, in e: atom 1 (C): -0.12, atom 2 (N): -0.04, atom 3 (C): -0.34, atom 4 (N): 0.04, atom 5 (H): 0.09, atom 6 (H): 0.08, atom 7 (H): 0.08, atom 8 (H): 0.14, atom 9 (H): 0.11, atom 10 (H): 0.05, atom 11 (H): -0.03, atom 12 (H): 0.03, atom 13 (O): -0.09



(6)
Formula: C4H9NO2
Source: the Open Molecules 2025 dataset
Level of theory: ωB97M-V/def2-TZVPD

Structure (XYZ):
```
16
Properties=species:S:1:pos:R:3:forces:R:3
O -2.1114 -1.2688 1.6578 0.3 -0.3 0.4
C -1.5865 -1.0452 0.6028 -0.9 0.7 -0.1
C -0.2505 -0.3689 0.4064 0.9 -0.4 -0.1
C 0.9192 -1.3579 0.6364 -0.9 0.1 -0.6
N -0.1905 0.1799 -0.9537 0.2 0.0 0.8
C -0.1069 1.6194 -1.0016 0.7 -0.3 -0.2
O 1.2053 2.1337 -0.7017 -0.4 -0.4 0.3
H -2.1656 -1.1840 -0.3361 0.3 -0.3 -0.1
H -0.1134 0.4118 1.1603 -0.4 0.1 0.1
H 0.8960 -1.7451 1.6456 0.2 0.0 0.2
H 1.8456 -0.8451 0.3871 0.2 -0.1 0.3
H 0.7965 -2.1914 -0.0581 0.1 -0.1 0.0
H 0.6411 -0.2164 -1.3734 -0.1 0.2 -0.5
H -0.7977 2.0479 -0.2848 -0.5 0.0 -0.1
H -0.3326 1.9179 -2.0192 0.0 0.4 0.0
H 1.3513 1.9123 0.2321 0.2 0.3 -0.3
```
Forces are in eV/Å.

For the LUMO energy, the calculation gives 0.02458 Eh. The SMILES is C[C@H](C=O)NCO. Its total charge is 0. The frontier orbital gap comes out at 10.33 eV. The HOMO energy is -9.6646 eV. Its largest force on an atom is 1.2 eV/A.

Partial charges, Löwdin, in e: atom 1 (O): 0.06, atom 2 (C): -0.23, atom 3 (C): -0.37, atom 4 (C): -0.03, atom 5 (N): -0.02, atom 6 (C): -0.27, atom 7 (O): -0.06, atom 8 (H): 0.13, atom 9 (H): 0.14, atom 10 (H): 0.08, atom 11 (H): 0.08, atom 12 (H): 0.09, atom 13 (H): 0.11, atom 14 (H): 0.12, atom 15 (H): 0.12, atom 16 (H): 0.07